Entry from OMol25: a molecular structure, AlH4O2 (the ωB97M-V functional and the def2-TZVPD basis).

For the LUMO energy, the calculation gives -23.24 eV. The value obtained for the HOMO-LUMO gap is 6.22 eV. Its charge is +3. For the maximum force, the calculation gives 5.05 eV/A. The value obtained for the relative energy (zero: lowest compared OMol25 entry of this formula, charge and spin) is 205.64 kJ/mol.

Cartesian coordinates (Å):
Al1 1.184744 -0.834153 -1.204074
O1 -0.103216 0.772737 -0.601954
H1 -0.904766 0.776787 -1.125154
H2 -0.222536 1.485767 0.025406
O2 0.110804 -0.886153 0.621906
H3 0.542744 -1.029403 1.464016
H4 -0.607776 -0.285583 0.819856

Cartesian forces, eV/Å:
Al -2.682 2.338 3.582
O 0.816 -0.540 -4.015
H -1.320 0.741 -1.163
H 0.939 2.094 0.667
O 2.143 -3.711 -0.479
H 0.968 -1.088 1.425
H -0.865 0.167 -0.017

***

Entry from OMol25: a molecular structure, AlH6O3 (the ωB97M-V functional and the def2-TZVPD basis).

For the LUMO energy, the calculation gives -21.72 eV. The value obtained for the HOMO-LUMO gap is 4.34 eV. Its charge is +3. For the maximum force, the calculation gives 2.66 eV/A. The value obtained for the relative energy (zero: lowest compared OMol25 entry of this formula, charge and spin) is 437.49 kJ/mol.

Cartesian coordinates (Å):
Al1 -0.360706 -0.246934 1.752470
O1 -1.812894 1.834573 0.404619
H1 -1.550840 2.216849 -0.469568
H2 -1.855115 2.612092 1.018393
O2 -0.699850 -0.691367 -0.985561
H3 -1.027510 -1.430012 -1.557679
H4 -0.137762 -0.139407 -1.574766
O3 2.106863 -1.261339 0.542245
H5 2.519868 -1.456715 -0.333114
H6 2.817948 -1.437741 1.202962

Cartesian forces, eV/Å:
Al 0.181 0.462 -2.616
O 0.385 -0.513 0.879
H 0.125 -0.138 0.105
H -0.099 -0.056 -0.127
O -0.333 0.674 0.501
H 0.130 -0.189 0.428
H 0.174 -0.317 0.128
O -0.487 -0.782 0.925
H -0.086 0.655 -0.035
H 0.011 0.204 -0.188

***

Entry from OMol25: a molecular structure, ArH14O7 (the ωB97M-V functional and the def2-TZVPD basis).

For the LUMO energy, the calculation gives -0.17 eV. The value obtained for the HOMO-LUMO gap is 10.46 eV. Its charge is 0. For the maximum force, the calculation gives 0.89 eV/A. The value obtained for the relative energy (zero: lowest compared OMol25 entry of this formula, charge and spin) is 42.97 kJ/mol.

Cartesian coordinates (Å):
Ar1 0.197424 0.023130 -0.262200
O1 2.115564 -1.766926 -2.467740
H1 2.656981 -1.406718 -1.765356
H2 1.977886 -1.032109 -3.065501
O2 0.750061 2.088922 3.112321
H3 0.920087 2.517485 3.951166
H4 1.388792 2.473942 2.512313
O3 -1.439523 -1.080031 -2.973519
H5 -0.616673 -1.353261 -2.567930
H6 -2.078199 -1.105010 -2.260980
O4 1.421568 4.183022 -1.043378
H7 1.740461 3.907143 -0.184055
H8 1.473765 3.394338 -1.583272
O5 0.216428 -3.067264 1.082695
H9 -0.497430 -3.424010 1.611266
H10 0.232730 -2.135035 1.299305
O6 -3.651483 -0.731173 -1.390453
H11 -4.447372 -0.405095 -1.810535
H12 -3.314545 0.018597 -0.900001
O7 0.613254 -0.610090 2.824360
H13 -0.289592 -0.836780 3.047316
H14 0.629815 0.346921 2.834177

Cartesian forces, eV/Å:
Ar 0.003 0.144 -0.064
O -0.179 -0.154 -0.045
H 0.141 -0.003 0.250
H -0.025 0.173 -0.264
O -0.118 0.196 -0.162
H -0.012 0.022 0.329
H 0.159 0.103 -0.210
O 0.468 0.143 -0.407
H 0.327 -0.248 -0.012
H -0.545 -0.066 0.098
O -0.066 0.199 0.001
H 0.082 -0.005 0.179
H -0.024 -0.193 -0.209
O -0.024 -0.279 -0.265
H -0.139 -0.176 0.084
H 0.267 0.380 0.230
O -0.061 -0.171 0.325
H -0.200 0.002 -0.237
H 0.075 0.258 0.202
O 0.026 -0.868 -0.190
H -0.208 -0.059 0.196
H 0.051 0.602 0.170

***

Entry from OMol25: a molecular structure, ArH18HeO9 (the ωB97M-V functional and the def2-TZVPD basis).

For the LUMO energy, the calculation gives -0.46 eV. The value obtained for the HOMO-LUMO gap is 9.87 eV. Its charge is 0. For the maximum force, the calculation gives 1.26 eV/A. The value obtained for the relative energy (zero: lowest compared OMol25 entry of this formula, charge and spin) is 38.87 kJ/mol.

Cartesian coordinates (Å):
He1 -0.115918 -0.385070 -0.445782
Ar1 -1.354278 -0.329590 -3.822422
O1 -0.817488 2.979430 1.511988
H1 -0.441658 2.267480 2.029798
H2 -0.063038 3.500560 1.237298
O2 -3.168718 -2.160640 -0.047622
H3 -3.446868 -3.075020 -0.100212
H4 -3.129558 -1.975290 0.890648
O3 3.020062 -0.761230 -1.994652
H5 2.875062 0.167640 -1.814622
H6 2.755292 -1.205930 -1.189442
O4 2.273902 -1.778930 0.533998
H7 1.890052 -0.929040 0.749788
H8 3.201862 -1.684710 0.749048
O5 0.070902 -2.929880 2.064978
H9 0.708442 -2.512200 1.485908
H10 -0.672828 -3.131750 1.497228
O6 1.614062 1.759290 -1.050452
H11 1.825042 1.317990 -0.227662
H12 0.666952 1.893300 -1.014912
O7 1.784562 0.772000 1.611408
H13 2.512632 1.319910 1.904568
H14 1.152652 0.808220 2.329468
O8 -1.078728 2.232190 -1.091112
H15 -1.846318 1.661680 -1.130452
H16 -1.040468 2.520480 -0.179152
O9 -2.983288 0.225100 -1.316552
H17 -2.682188 -0.648880 -1.068112
H18 -3.510128 0.082890 -2.102962

Cartesian forces, eV/Å:
He -0.026 -0.078 0.017
Ar 0.144 -0.034 -0.171
O -0.198 0.119 0.284
H -0.030 -0.143 0.093
H 0.341 0.339 -0.046
O 0.168 -0.214 0.034
H -0.065 -0.269 -0.154
H -0.045 0.197 0.294
O 0.508 -0.135 -0.416
H -0.320 0.454 -0.168
H -0.281 -0.292 0.127
O -0.205 -0.558 -0.181
H -0.014 0.563 0.195
H 0.291 -0.124 0.232
O -0.391 0.041 0.437
H 0.569 -0.060 -0.290
H -0.146 -0.107 -0.156
O 1.249 0.115 -0.054
H -0.140 0.016 0.124
H -0.970 -0.042 -0.455
O -0.101 0.032 0.138
H 0.391 0.170 0.064
H -0.179 -0.247 0.247
O 0.519 0.427 -0.438
H -0.443 -0.629 -0.273
H -0.323 0.184 0.446
O -0.157 0.621 0.038
H -0.009 -0.421 0.191
H -0.136 0.075 -0.156